Formula: C2AuF3NO5S
Source: OMol25
Level of theory: wB97M-V/def2-TZVPD

```
13
C2AuF3NO5S (wB97M-V/def2-TZVPD)
Au 0.60940 -2.24966 0.58885
N -0.50588 -0.56950 -1.39592
S -1.36787 -0.33511 -0.09279
O -2.78383 -0.13070 -0.40562
O -1.01854 -1.31249 1.00329
C -0.93451 1.27680 0.76975
F -0.92371 2.26148 -0.12078
F 0.26911 1.19272 1.32760
F -1.81740 1.57065 1.71823
O 0.69334 -1.23970 -1.05534
O 2.79271 -0.86118 0.10928
C 2.41252 -0.27484 -0.87763
O 2.57466 0.67153 -1.56892
```

## Properties
Relative energy (zero: lowest compared OMol25 entry of this formula, charge and spin) ... 53.7 kJ/mol
E ... -1340.3359 Eh
<S²> ... 3.759
2S+1 ... 4
HOMO energy (spin up / spin down) ... -7.91 / -11.67 eV
Kohn-Sham gap (spin up / spin down) ... 0.2909 / 0.2755 hartree

Atom charges from the Mulliken analysis, given in e for atoms 1 to 4:
1 Au 0.21
2 N -0.18
3 S 1.21
4 O -0.55